C29H20AsClF8NPPd | ωB97M-V with the def2-TZVPD basis set

The geometry in XYZ format:
```
62
Properties=species:S:1:pos:R:3:forces:R:3:lowdin_charge:R:1
Pd -0.9840 0.3384 1.0625 0.4 0.1 0.3 0.854
Cl -1.4110 2.5029 0.1539 0.1 0.0 0.0 0.897
C -1.2302 2.5293 -1.5864 0.0 0.0 -0.1 -0.572
C -1.8459 3.5520 -2.2653 0.0 0.0 0.1 -0.039
C -1.7690 3.5657 -3.6576 0.0 0.0 0.0 0.029
C -1.1030 2.5609 -4.3476 0.0 0.0 0.0 0.000
C -0.5019 1.5248 -3.6557 0.0 0.0 0.0 -0.030
C -0.5400 1.5106 -2.2480 -0.1 0.0 0.1 -0.373
P 0.3647 0.2337 -1.4558 0.1 0.1 -0.1 1.247
C 1.8841 0.6623 -0.7264 -0.1 0.0 0.0 -0.354
C 2.4018 1.9439 -0.9825 0.0 0.1 0.0 -0.040
C 3.6380 2.2843 -0.4640 0.0 0.0 0.0 -0.014
C 4.3430 1.3663 0.3080 0.0 0.0 0.0 0.009
C 3.8181 0.0999 0.5822 0.0 0.0 0.0 -0.025
C 2.5870 -0.2560 0.0775 0.0 0.0 0.0 -0.087
C 0.1229 -1.3045 -2.1437 0.0 0.0 0.1 -0.326
C -1.1492 -1.5428 -2.7350 0.0 0.0 -0.1 -0.056
C -1.3802 -2.7358 -3.3757 0.0 0.0 0.0 0.005
C -0.3710 -3.6969 -3.4233 0.0 0.0 0.0 0.048
C 0.8852 -3.4776 -2.8375 0.0 0.0 0.0 -0.008
C 1.1404 -2.2992 -2.1886 0.1 0.0 0.0 -0.028
H -2.4061 4.3095 -1.7332 0.0 0.0 0.0 0.139
H -2.2586 4.3635 -4.2009 0.0 0.0 0.0 0.143
H -1.0600 2.5762 -5.4280 0.0 0.0 0.0 0.138
H 0.0155 0.7435 -4.1980 0.0 0.0 0.0 0.131
H 1.8613 2.6463 -1.6049 0.0 0.0 0.0 0.124
H 4.0628 3.2558 -0.6782 0.0 0.0 0.0 0.135
H 5.3181 1.6344 0.6953 0.0 0.0 0.0 0.136
H 4.3852 -0.6031 1.1780 0.0 0.0 0.0 0.131
H 2.1660 -1.2302 0.2974 0.0 0.0 0.0 0.114
H -1.9331 -0.8022 -2.6680 0.0 0.0 0.0 0.093
H -2.3439 -2.9297 -3.8265 0.0 0.0 0.0 0.140
H -0.5578 -4.6366 -3.9288 0.0 0.0 0.0 0.142
H 1.6545 -4.2334 -2.9169 0.0 0.0 0.0 0.135
H 2.1210 -2.1068 -1.7756 0.0 0.0 0.0 0.111
F 2.4991 3.7449 3.2135 0.1 0.1 0.0 0.207
C 1.9556 2.5681 3.2598 0.0 0.0 0.0 -0.200
C 0.9850 2.2609 2.2814 -0.1 -0.1 -0.1 -0.020
C 0.3991 1.0319 2.2971 -0.2 0.0 -0.1 -0.164
C 0.7699 0.0816 3.3240 0.1 0.1 0.0 -0.039
C 1.7815 0.4610 4.2687 0.0 0.1 0.0 -0.169
F 2.1585 -0.4135 5.1721 0.0 0.0 0.1 0.164
C 2.3715 1.6872 4.2581 0.0 -0.1 0.1 0.142
C 0.0546 -1.1412 3.3447 -0.1 -0.1 0.1 -0.163
C 0.1065 -2.1415 4.3269 0.0 -0.1 0.0 0.094
C -0.7712 -3.2204 4.2561 0.0 0.0 0.0 0.035
C -1.6769 -3.2841 3.2208 0.0 0.0 0.0 0.066
C -1.6775 -2.2715 2.2416 0.0 0.0 -0.1 -0.024
N -0.8349 -1.2615 2.3004 0.0 0.2 -0.2 0.001
H 0.7480 3.0346 1.5650 0.0 0.0 0.0 0.095
H 3.1218 1.9657 4.9871 0.0 0.0 0.0 0.169
H 0.8003 -2.0647 5.1483 0.0 0.0 0.0 0.135
H -0.7485 -3.9866 5.0199 0.0 0.0 0.0 0.145
H -2.3960 -4.0881 3.1391 0.0 0.0 0.0 0.146
H -2.3798 -2.2877 1.4159 0.1 0.0 0.1 0.101
F -2.1590 -0.8553 -0.2012 0.0 -0.1 -0.3 -0.429
As -4.0374 -0.4143 -0.3618 -0.1 -0.4 0.4 0.800
F -3.9906 -1.3465 -1.7945 -0.1 0.0 0.0 -0.190
F -3.4164 0.9249 -1.2534 -0.1 0.2 -0.2 -0.238
F -5.6414 0.0593 -0.4166 0.1 0.0 -0.1 -0.135
F -3.6545 0.4422 1.1115 -0.2 0.1 0.0 -0.275
F -4.2920 -1.8350 0.5728 0.1 0.1 -0.1 -0.204
```
Positions in Å, forces in eV/Å.

Summary:
**Spin multiplicity**: 2
**Net charge**: +3
**HOMO level (spin up / spin down)**: -18.21 / -18.37 eV
**LUMO (spin up / spin down)**: -12.02 / -12.59 eV
**Frontier orbital gap (spin up / spin down)**: 6.19 / 5.78 eV
**Energy relative to the best compared isomer or geometry (same formula, charge and spin)**: 145.37 kJ/mol


C3H6N2O | ωB97M-V with the def2-TZVPD basis set

The geometry in XYZ format:
```
12
Properties=species:S:1:pos:R:3:forces:R:3:lowdin_charge:R:1
O -2.2358 0.1666 -0.8682 0.3 0.0 0.3 0.050
C -1.1064 0.1726 -0.4252 -0.3 0.1 -0.1 -0.637
N -0.4183 -1.2314 -0.1060 0.1 0.0 0.2 0.060
C 0.3936 -0.6014 0.7519 0.2 -0.1 -0.1 -0.107
C 1.0525 0.5692 0.0732 0.0 0.0 0.2 -0.212
N 0.0223 0.9712 -0.8675 0.0 0.0 -0.1 0.024
H -1.0920 -1.8610 0.3226 0.2 0.0 -0.2 0.129
H 0.8096 -1.0682 1.6470 -0.3 0.2 0.0 0.135
H -0.9210 0.5481 0.9281 0.0 -0.1 -0.2 0.182
H 1.2802 1.3548 0.7997 0.1 -0.1 -0.1 0.118
H 1.9810 0.2645 -0.4259 -0.1 -0.1 0.0 0.131
H 0.2343 0.7151 -1.8297 0.0 0.0 0.1 0.126
```
Positions in Å, forces in eV/Å.

Summary:
**Net charge**: 0
**HOMO level**: -8.75 eV
**LUMO**: -0.39 eV
**Frontier orbital gap**: 8.36 eV
**Energy relative to the best compared isomer or geometry (same formula, charge and spin)**: 446.56 kJ/mol


C31H36BrF6KN8O6S2Se | ωB97M-V with the def2-TZVPD basis set

The geometry in XYZ format:
```
92
Properties=species:S:1:pos:R:3:forces:R:3:lowdin_charge:R:1
K 0.3508 -0.3598 -0.8191 -1.4 1.2 -2.5 0.762
O -3.9105 -2.7479 4.1853 0.0 0.1 0.0 0.024
C -2.7239 -3.1772 4.7106 -0.1 0.0 0.0 -0.277
C -2.7601 -3.8040 5.9510 0.1 0.0 0.0 -0.043
C -1.5830 -4.2595 6.5251 0.0 0.0 0.0 -0.118
C -0.3725 -4.0840 5.8660 -0.1 0.0 0.0 -0.098
C -0.3515 -3.4613 4.6248 0.0 0.0 0.0 -0.017
C -1.5171 -3.0045 4.0254 -0.1 0.0 0.0 -0.083
C -1.4764 -2.4355 2.6043 0.2 0.1 0.1 -0.362
O -0.2015 -2.2625 2.1388 -0.1 0.0 -0.3 -0.283
N -2.3243 -1.2278 2.5173 -0.2 -0.1 -0.1 -0.017
N -2.8001 -1.0044 1.2529 0.1 0.1 0.2 0.065
C -3.0201 0.2012 0.9196 -0.1 0.0 -0.3 -0.227
C -3.6151 0.5270 -0.3971 0.4 -0.2 0.4 -0.615
Br -2.8154 -0.3506 -1.8808 0.0 -0.1 -0.1 0.796
C -4.5601 1.4260 -0.6485 -0.3 0.3 0.1 -0.116
C -5.3575 2.2139 0.3166 0.2 -0.1 -0.1 -0.202
C -5.4872 1.9172 1.6748 0.0 -0.1 0.1 -0.031
C -6.2639 2.7141 2.5036 0.0 0.0 0.0 -0.085
C -6.9342 3.8195 1.9972 0.0 0.0 0.0 -0.106
C -6.8270 4.1187 0.6460 0.0 -0.1 0.0 -0.094
C -6.0515 3.3192 -0.1796 0.0 0.1 0.0 -0.047
H -3.6717 -2.0834 3.5049 0.0 -0.1 0.0 0.068
H -3.7165 -3.9156 6.4479 0.0 0.0 0.0 0.103
H -1.6129 -4.7468 7.4936 0.0 0.0 0.0 0.087
H 0.5520 -4.4277 6.3130 0.0 0.0 0.0 0.090
H 0.5758 -3.3216 4.0849 0.0 0.0 0.0 0.111
H -1.9895 -3.1434 1.9410 0.0 -0.1 0.0 0.161
H -1.8680 -0.4265 2.9528 0.1 0.0 0.0 0.121
H -2.7601 1.0380 1.5708 -0.1 0.1 0.0 0.140
H -4.7731 1.6407 -1.6891 -0.1 0.0 0.0 0.092
H -5.0024 1.0457 2.0924 0.0 0.0 0.0 0.101
H -6.3463 2.4618 3.5534 0.0 0.0 0.0 0.101
H -7.5356 4.4402 2.6493 0.0 0.0 0.0 0.093
H -7.3423 4.9772 0.2333 0.0 0.0 0.0 0.097
H -5.9596 3.5615 -1.2322 0.0 0.0 0.0 0.110
C 4.6566 -0.0530 -2.6947 0.0 0.1 0.0 -0.078
N 3.4384 0.7248 -2.8243 -0.1 -0.1 0.0 -0.154
C 3.4458 1.9753 -2.0654 0.1 0.0 0.0 -0.050
C 2.2058 0.0962 -3.0111 0.2 -0.1 -0.4 -0.482
N 1.0822 0.6670 -3.1644 0.2 0.1 -0.1 0.100
N 2.3103 -1.3190 -3.0404 -0.4 0.1 0.1 0.123
C 1.2516 -2.2460 -3.0839 0.2 0.2 -0.3 -0.567
N 1.7032 -3.5364 -2.7856 0.1 0.0 0.0 0.124
N 0.0677 -1.9405 -3.4352 0.0 0.0 0.1 0.115
H 4.7368 -0.7875 -3.4956 0.0 0.0 0.0 0.088
H 4.7531 -0.5596 -1.7251 0.0 0.0 0.0 0.076
H 5.5021 0.6267 -2.7933 0.0 0.0 0.0 0.084
H 4.3776 2.4989 -2.2801 0.0 0.0 0.0 0.084
H 3.3900 1.7903 -0.9856 0.0 0.0 0.0 0.094
H 2.6372 2.6496 -2.3429 0.0 0.0 0.0 -0.003
H 1.1535 1.6821 -3.1858 0.0 0.0 0.0 0.010
H 3.1101 -1.6823 -2.5512 0.0 0.0 0.0 0.089
H 2.4076 -3.5474 -2.0590 0.0 0.0 0.1 0.058
H 0.9352 -4.1195 -2.4860 0.0 0.0 0.0 0.094
H -0.5280 -2.7645 -3.3907 0.1 0.0 0.0 0.047
F 4.4369 -1.3320 0.6511 0.1 0.0 -0.1 0.126
C 3.9563 -2.5718 0.6945 0.1 0.0 -0.1 -0.658
F 4.1891 -3.1314 -0.5262 0.1 0.0 0.0 0.079
F 4.6574 -3.2693 1.5871 0.1 0.0 0.0 0.132
S 2.1515 -2.6424 1.0133 -0.7 0.5 0.2 0.606
O 1.6020 -2.1041 -0.2389 1.4 -1.8 0.9 -0.492
O 1.9420 -4.0490 1.2380 0.1 0.2 -0.1 -0.284
N 2.1020 -1.6339 2.1932 -0.2 -0.2 -0.1 -0.287
S 0.7932 -0.6629 2.4847 -0.3 -0.4 0.1 0.628
O 0.1410 -0.0228 1.3193 0.0 0.3 2.6 -0.529
O 0.2223 -0.5563 3.8307 0.2 -0.1 -0.3 -0.295
C 1.9747 0.7475 2.7358 0.2 0.0 0.0 -0.664
F 2.8358 0.5339 3.7468 0.0 0.1 0.0 0.099
F 1.2989 1.8728 3.0145 0.1 0.1 0.1 0.106
F 2.7177 1.0045 1.6343 0.0 0.0 0.0 0.082
C -0.0512 9.6170 0.9387 0.0 0.0 0.0 -0.082
C 0.1356 8.4252 0.0330 0.0 0.0 0.0 -0.306
C 1.3951 7.9473 -0.2984 0.0 0.0 0.0 -0.048
C 1.5797 6.8561 -1.1473 0.0 -0.1 0.0 -0.321
C 2.9795 6.3883 -1.4345 0.0 0.0 0.0 -0.122
C 0.4718 6.1875 -1.7098 0.0 0.1 0.2 -0.623
Se 0.6855 4.6815 -2.8629 0.0 0.1 0.0 0.471
C -0.8128 6.6730 -1.3697 0.0 -0.1 0.0 -0.321
C -2.0471 6.0014 -1.9040 0.0 0.0 0.0 -0.127
C -0.9555 7.7638 -0.5186 0.0 0.0 0.0 -0.048
H 0.8812 9.8732 1.4464 0.0 0.0 0.0 0.061
H -0.8040 9.4235 1.7074 0.0 0.0 0.0 0.066
H -0.3780 10.5046 0.3875 0.0 0.0 0.0 0.066
H 2.2724 8.4347 0.1221 0.0 0.0 0.0 0.099
H 3.7101 7.1007 -1.0414 0.0 0.0 0.0 0.059
H 3.1299 6.2510 -2.5071 0.0 0.0 0.0 0.042
H 3.1636 5.4080 -0.9852 0.0 0.0 0.0 0.067
H -2.1510 4.9929 -1.4944 0.0 0.0 0.0 0.065
H -1.9789 5.8670 -2.9848 0.0 0.0 0.0 0.041
H -2.9395 6.5814 -1.6531 0.0 0.0 0.0 0.059
H -1.9596 8.1043 -0.2737 0.0 0.0 0.0 0.102
```
Positions in Å, forces in eV/Å.

Summary:
**Net charge**: -2
**HOMO level**: -1.65 eV
**LUMO**: 3.73 eV
**Frontier orbital gap**: 5.38 eV
**Energy relative to the best compared isomer or geometry (same formula, charge and spin)**: 299.68 kJ/mol


C12H33O6PS5 | ωB97M-V with the def2-TZVPD basis set

The geometry in XYZ format:
```
57
Properties=species:S:1:pos:R:3:forces:R:3:lowdin_charge:R:1
C 5.8286 -0.2289 -1.1930 -0.9 -0.6 0.6 0.103
C 5.6674 0.3056 -2.2512 -0.2 1.1 -1.0 -0.260
C 5.2896 1.0503 -3.4680 0.6 -0.8 0.5 -0.412
P 3.4788 0.5740 -3.8500 0.4 0.0 0.1 0.787
C 1.6269 -0.0167 -4.1411 0.3 0.0 1.5 -0.446
S 0.5506 0.9338 -3.0590 -1.5 0.2 -2.0 0.571
O 0.4355 2.2523 -3.6296 0.7 0.3 0.3 -0.376
O -0.6987 0.2558 -2.8401 0.2 -0.5 0.6 -0.376
H 5.6537 -0.7562 -0.2763 0.8 0.1 0.1 0.007
H 5.9044 0.7025 -4.3095 0.0 0.3 0.0 0.072
H 5.4309 2.1217 -3.2834 -0.1 -0.1 -0.3 0.079
H 3.5809 1.0290 -5.1889 -0.1 0.0 0.2 0.024
H 3.8098 -0.7808 -3.5283 -0.1 0.3 -0.1 0.035
H 3.0415 1.5190 -2.8754 0.0 -0.2 -0.1 0.008
H 1.5455 -1.0532 -3.7923 0.0 0.1 -0.2 0.051
H 1.3193 0.0762 -5.1847 -0.4 0.3 0.3 0.065
H 1.1616 1.0640 -1.8410 0.3 -0.4 -0.4 0.051
C 7.0419 -1.4208 4.4436 0.1 0.0 0.0 -0.275
S 5.9697 -1.7361 3.0339 -0.1 0.0 0.1 0.816
O 6.6567 -1.1912 1.8259 -0.1 0.0 0.0 -0.571
C 4.6903 -0.5623 3.4913 0.2 0.0 0.0 -0.288
H 7.9359 -2.0323 4.3359 0.0 0.0 -0.1 0.048
H 7.3214 -0.3673 4.4670 0.0 0.0 -0.1 0.057
H 6.5229 -1.6958 5.3617 0.0 0.0 0.0 0.052
H 5.1172 0.4374 3.5750 0.1 0.0 0.0 0.063
H 4.2418 -0.8620 4.4378 0.0 0.0 0.0 0.058
H 3.9295 -0.5668 2.7189 0.0 -0.1 0.0 0.019
C -4.1925 0.6308 -2.6278 -0.1 0.0 -0.1 -0.270
S -4.3561 0.6335 -0.8389 0.2 0.1 0.0 0.815
O -5.2497 -0.4998 -0.4720 -0.1 0.0 -0.1 -0.564
C -5.3367 2.1393 -0.7367 -0.1 0.1 0.0 -0.272
H -3.6374 -0.2592 -2.9161 0.1 0.0 0.1 0.047
H -5.1809 0.6123 -3.0885 0.0 0.0 0.1 0.058
H -3.6423 1.5170 -2.9434 0.1 0.0 0.0 0.055
H -6.2527 2.0251 -1.3169 0.0 -0.1 0.0 0.057
H -4.7520 2.9787 -1.1135 0.0 0.0 0.0 0.052
H -5.5868 2.3118 0.3086 0.0 -0.1 0.0 0.047
C -7.2999 -4.5839 0.8927 0.0 -0.1 -0.1 -0.276
S -8.1186 -3.3963 1.9688 0.0 0.1 0.0 0.795
O -9.5768 -3.6887 1.9232 0.0 0.0 -0.1 -0.564
C -7.8218 -1.9668 0.9231 0.1 0.0 0.0 -0.279
H -7.3981 -5.5714 1.3398 0.0 0.0 0.1 0.046
H -7.7722 -4.5794 -0.0899 0.0 0.1 0.0 0.056
H -6.2437 -4.3275 0.8062 0.0 0.0 0.0 0.053
H -8.2593 -2.1307 -0.0618 0.0 -0.1 0.0 0.061
H -6.7493 -1.7940 0.8341 0.0 0.0 0.0 0.023
H -8.2893 -1.1011 1.3888 0.0 -0.1 0.1 0.050
C 0.5203 2.7067 3.2951 0.0 0.1 0.1 -0.267
S 0.9943 1.2019 2.4326 -0.2 0.0 -0.1 0.831
O 2.0416 0.5324 3.2511 -0.1 0.2 0.0 -0.559
C 1.8350 2.0231 1.0680 0.1 0.1 -0.1 -0.271
H 0.0101 2.4240 4.2138 0.0 -0.1 0.0 0.051
H 1.4085 3.2914 3.5359 0.0 -0.1 0.0 0.059
H -0.1568 3.2867 2.6678 0.0 0.0 0.0 0.054
H 2.6403 2.6506 1.4505 0.0 0.0 0.0 0.062
H 1.1175 2.6266 0.5097 0.0 0.0 0.0 0.054
H 2.2519 1.2558 0.4163 0.0 -0.1 0.1 0.035
```
Positions in Å, forces in eV/Å.

Summary:
**Net charge**: 0
**HOMO level**: -8.46 eV
**LUMO**: 0.23 eV
**Frontier orbital gap**: 8.68 eV